No. 1
A cluster of 7 separate species, C38H76INO27P8S in total, computed with ωB97M-V/def2-TZVPD.

Last column: Löwdin charge in e.
Positions of all 152 atoms, in Å:
C: 1.58647 -1.83597 -2.07364  0.06
C: 2.26326 -2.62352 -1.09396  -0.08
C: 2.86545 -3.58106 0.13882  -0.15
N: 2.15204 -3.12777 1.39106  -0.14
C: 0.95738 -3.96982 1.74345  -0.13
C: -0.36149 -3.83516 0.72322  0.03
C: -1.70351 -4.76339 1.00311  -0.09
C: -1.82718 -5.80325 2.26458  -0.59
I: -3.68282 -6.92924 2.55788  0.75
C: -0.54476 -5.95689 3.27474  -0.18
C: -0.66532 -7.00131 4.56794  -0.19
C: -1.54295 -6.15266 5.71120  -0.20
C: -0.92422 -6.28190 7.22457  -0.38
C: 0.65826 -5.83359 7.35537  -0.14
C: -1.78356 -5.22636 8.19592  -0.13
C: 0.80137 -5.03675 2.97268  -0.31
S: 2.24386 -5.29445 4.17925  0.82
C: 3.27353 -3.70856 3.91577  -0.34
C: 4.32198 -3.33738 5.14918  -0.06
C: 5.26157 -2.00286 4.99466  -0.32
P: 6.43090 -1.58550 6.47306  0.90
O: 5.36958 -1.75117 7.88803  -0.38
O: 7.59613 -2.90461 6.71506  -0.38
C: 5.11488 -1.12186 3.62002  -0.05
C: 4.05702 -1.49777 2.38025  -0.20
P: 4.07467 -0.34401 0.85720  0.79
O: 5.03903 -1.01454 -0.23964  -0.55
C: 3.07482 -2.84228 2.54292  -0.11
H: 0.88249 -0.98600 -2.52764  0.06
H: 2.59267 -4.68972 -0.18651  0.15
H: 4.02343 -3.40664 0.13891  0.12
H: -0.37957 -3.13688 -0.22059  0.09
H: -2.61323 -4.66611 0.25758  0.09
H: 0.37741 -7.36059 4.97066  0.09
H: -1.34892 -7.93468 4.27906  0.09
H: -2.67536 -6.45965 5.64103  0.09
H: -1.45320 -4.99976 5.41521  0.13
H: -1.09265 -7.35277 7.71958  0.14
H: 0.82756 -5.57459 8.50297  0.08
H: 0.92163 -4.85992 6.75233  0.06
H: 1.38865 -6.74133 7.12634  0.08
H: -1.44678 -5.31725 9.33018  0.08
H: -1.51604 -4.11851 7.86701  0.09
H: -2.94945 -5.37551 8.09184  0.08
H: 4.34163 -4.04631 6.10985  0.10
H: 4.85614 -2.63078 7.81645  0.05
H: 7.11500 -3.67498 7.18325  0.07
H: 5.78972 -0.16109 3.50800  0.09
H: 4.75108 0.88955 1.25871  0.02
H: 2.78549 -0.08337 0.27025  0.01
C: 8.53396 -2.55348 -6.03858  -0.16
O: 7.34027 -3.26768 -5.78010  -0.28
P: 7.03237 -3.48948 -4.09224  0.75
O: 7.82120 -4.80279 -4.11590  -0.27
O: 5.44453 -3.79371 -4.40915  -0.28
C: 5.10717 -4.70384 -5.44112  -0.13
O: 6.72439 -3.71123 -2.40443  -0.24
C: 6.38625 -2.51195 -1.73933  -0.21
H: 8.63317 -2.41057 -7.11730  0.09
H: 8.49112 -1.57528 -5.55060  0.08
H: 9.39417 -3.11288 -5.67156  0.08
H: 5.88704 -5.45106 -5.60953  0.09
H: 4.92949 -4.14608 -6.36586  0.08
H: 4.18455 -5.21984 -5.16567  0.09
H: 5.48978 -2.07095 -2.18038  0.07
H: 7.21956 -1.80621 -1.80824  0.08
H: 6.19691 -2.73315 -0.68443  0.07
C: -1.31244 2.26066 -4.88759  -0.15
O: -2.50614 1.54646 -4.62912  -0.27
P: -2.81403 1.32466 -2.94126  0.75
O: -2.02520 0.01134 -2.96492  -0.29
O: -4.40187 1.02042 -3.25817  -0.28
C: -4.73923 0.11030 -4.29014  -0.12
O: -3.12201 1.10291 -1.25344  -0.25
C: -3.46015 2.30219 -0.58835  -0.16
H: -1.21323 2.40356 -5.96632  0.09
H: -1.35528 3.23886 -4.39962  0.08
H: -0.45224 1.70125 -4.52057  0.08
H: -3.95936 -0.63693 -4.45854  0.09
H: -4.91691 0.66805 -5.21488  0.09
H: -5.66185 -0.40570 -4.01469  0.09
H: -4.35662 2.74319 -1.02939  0.08
H: -2.62684 3.00792 -0.65726  0.08
H: -3.64949 2.08098 0.46655  0.09
C: 1.64295 -3.70399 13.90285  -0.15
O: 1.34410 -2.57285 13.10722  -0.27
P: -0.30702 -2.51972 12.59357  0.75
O: 0.05335 -3.31761 11.33614  -0.28
O: -0.17121 -0.90768 12.28197  -0.28
C: 0.94314 -0.43719 11.54443  -0.12
O: -1.95812 -2.46650 12.07996  -0.25
C: -2.86028 -2.21036 13.13611  -0.17
H: 2.68415 -3.64143 14.22827  0.09
H: 0.99330 -3.71748 14.78297  0.08
H: 1.50321 -4.61767 13.32557  0.08
H: 1.34621 -1.19583 10.86848  0.09
H: 1.72374 -0.11669 12.24138  0.09
H: 0.63221 0.42655 10.95228  0.09
H: -2.63321 -1.25186 13.60767  0.08
H: -2.79593 -3.01303 13.87692  0.08
H: -3.87761 -2.18155 12.73386  0.09
C: -5.06707 0.42291 5.91840  -0.15
O: -6.30050 0.87039 5.38905  -0.27
P: -6.31752 0.92849 3.66012  0.75
O: -5.80275 2.37111 3.69862  -0.27
O: -7.96501 0.93018 3.66398  -0.28
C: -8.65379 1.81382 4.53108  -0.12
O: -6.33462 0.98652 1.93122  -0.25
C: -6.31384 -0.29251 1.33238  -0.16
H: -5.15008 0.36534 7.00639  0.09
H: -4.83580 -0.57105 5.52421  0.08
H: -4.27061 1.11930 5.65709  0.08
H: -8.07107 2.70916 4.76285  0.09
H: -8.89829 1.28656 5.45845  0.08
H: -9.58612 2.12005 4.05114  0.09
H: -7.18111 -0.87592 1.64881  0.08
H: -5.39351 -0.81406 1.61200  0.08
H: -6.33668 -0.17478 0.24463  0.09
C: 3.26797 5.06213 -7.26971  -0.15
O: 2.10348 5.62961 -7.83869  -0.27
P: 0.98279 6.21126 -6.65607  0.76
O: 0.30337 4.83847 -6.61757  -0.27
O: 0.25447 7.15573 -7.79261  -0.27
C: -0.08159 6.59220 -9.04824  -0.12
O: -0.13788 6.79298 -5.47351  -0.25
C: 0.32449 7.93654 -4.78543  -0.17
H: 3.94526 4.76548 -8.07418  0.09
H: 3.76684 5.80184 -6.63663  0.08
H: 3.00854 4.18396 -6.67886  0.08
H: -0.25735 5.51498 -8.98823  0.09
H: 0.72748 6.79164 -9.75777  0.09
H: -0.99079 7.07312 -9.41625  0.08
H: 0.51391 8.75257 -5.48606  0.08
H: 1.24276 7.69242 -4.24285  0.08
H: -0.43838 8.24962 -4.06598  0.09
C: -3.93345 6.33448 -13.39218  -0.15
O: -3.86605 7.69876 -13.02340  -0.27
P: -2.33760 8.42548 -13.38200  0.76
O: -1.81465 8.01902 -12.00036  -0.27
O: -3.01608 9.92432 -13.29620  -0.28
C: -3.84975 10.24431 -12.19634  -0.12
O: -0.80923 9.15225 -13.74064  -0.24
C: -0.58028 9.30932 -15.12551  -0.17
H: -4.93873 5.96137 -13.18216  0.09
H: -3.72996 6.23149 -14.46214  0.08
H: -3.21001 5.75387 -12.82022  0.08
H: -3.60020 9.66720 -11.30216  0.09
H: -4.89248 10.05864 -12.47207  0.09
H: -3.73625 11.30650 -11.96782  0.09
H: -1.35417 9.93795 -15.57113  0.08
H: -0.57403 8.32844 -15.61032  0.08
H: 0.39583 9.78198 -15.27182  0.09

Calculated values
HOMO-LUMO gap = 4.986 eV
HOMO energy = -7.90 eV
LUMO energy = -2.92 eV
SMILES string = C#CCN1c2ccc(I)c(CCC(C)C)c2Sc2cc(P(O)O)cc([PH2]=O)c21.COP(=O)(OC)OC.COP(=O)(OC)OC.COP(=O)(OC)OC.COP(=O)(OC)OC.COP(=O)(OC)OC.COP(=O)(OC)OC

No. 2
A cluster of 14 separate species, C38H77Cl26N4O2S in total, computed with ωB97M-V/def2-TZVPD.

Last column: Löwdin charge in e.
Positions of all 148 atoms, in Å:
C: -4.99680 0.43696 -4.12796  -0.14
C: -5.27471 1.68272 -3.25091  -0.22
C: -4.15760 2.75259 -3.40676  -0.18
C: -3.36053 2.93511 -2.08861  -0.21
C: -1.97385 2.30017 -2.19802  -0.21
C: -1.16887 2.68045 -0.92314  -0.09
C: -0.25594 1.63646 -0.41559  -0.11
N: 0.28232 0.79500 -1.22123  0.21
C: 1.22469 -0.12751 -0.57597  -0.20
C: 0.81048 -1.59373 -0.42365  -0.11
C: 2.01359 -2.58298 -0.38949  -0.15
C: 2.27426 -3.13543 1.00905  -0.19
C: 2.74139 -4.60122 0.99884  -0.26
O: 1.65844 -5.50973 0.98380  -0.12
C: 1.60435 0.74153 0.62175  -0.16
C: 2.53538 0.19356 1.67329  -0.14
O: 3.72714 -0.29228 1.07181  -0.14
C: 4.64645 0.72556 0.68580  -0.29
C: 4.71671 0.82801 -0.85121  -0.06
C: 0.23572 1.36918 1.01894  -0.28
C: -0.77947 0.44600 1.74303  -0.11
C: -2.16866 1.02415 2.07479  -0.23
C: -3.28235 0.06797 1.63658  -0.51
S: -3.31198 -0.30226 -0.14686  0.77
C: 0.35855 2.71325 1.77038  -0.10
C: 0.81213 2.58223 3.23234  -0.16
C: -0.27108 2.88419 4.28997  -0.20
C: -0.16451 1.96144 5.49119  -0.21
N: -0.32039 0.53615 5.12286  0.01
C: -0.66822 -0.30710 6.24334  -0.55
N: -0.03789 -0.39585 7.33583  0.15
N: -1.80270 -1.10644 6.04221  0.12
H: -4.06185 0.50553 -4.68162  0.06
H: -5.80049 0.33403 -4.84513  -0.02
H: -4.93085 -0.43770 -3.48808  0.04
H: -6.21431 2.16777 -3.50491  0.09
H: -5.35321 1.34274 -2.22429  0.07
H: -4.56390 3.72194 -3.68355  0.11
H: -3.44600 2.47705 -4.17986  0.07
H: -3.88087 2.55604 -1.21344  0.09
H: -3.20117 4.00455 -1.93264  0.11
H: -1.48107 2.72961 -3.06795  0.08
H: -2.04690 1.22265 -2.30615  0.08
H: -0.50973 3.49558 -1.24034  0.15
H: -1.80578 3.10015 -0.15545  0.11
H: 0.10613 0.79758 -2.21986  0.19
H: 2.10706 -0.19074 -1.21159  0.14
H: 0.20566 -1.79769 0.45331  0.09
H: 0.22145 -1.84512 -1.30713  0.12
H: 1.68932 -3.43545 -0.98102  0.12
H: 2.89592 -2.12449 -0.82463  0.11
H: 3.03166 -2.58036 1.56043  0.10
H: 1.37306 -3.12801 1.62413  0.11
H: 3.30312 -4.73429 1.93016  0.11
H: 3.43626 -4.78983 0.18483  0.12
H: 1.20449 -5.39787 1.83754  -0.01
H: 2.09754 1.58864 0.13719  0.14
H: 2.09983 -0.62106 2.25079  0.13
H: 2.82218 0.97466 2.37512  0.12
H: 5.64925 0.50924 1.02036  0.07
H: 4.33370 1.70457 1.03837  0.08
H: 4.41799 -0.11227 -1.30584  0.07
H: 5.70952 1.09949 -1.19671  0.04
H: 4.03108 1.58649 -1.23353  0.07
H: -0.32574 0.16524 2.69091  0.10
H: -0.95951 -0.48352 1.21371  0.07
H: -2.35533 1.99934 1.64014  0.10
H: -2.26805 1.06796 3.15560  0.09
H: -4.26453 0.45618 1.88806  0.07
H: -3.19061 -0.88519 2.14872  0.08
H: -2.64860 -1.47236 -0.20718  -0.13
H: 1.15293 3.24673 1.24159  0.13
H: -0.52860 3.32837 1.65922  0.11
H: 1.59582 3.32099 3.38469  0.11
H: 1.25702 1.61884 3.45852  0.08
H: -0.06462 3.87555 4.68849  0.02
H: -1.28350 2.92257 3.89637  0.10
H: -0.84860 2.24371 6.28448  0.13
H: 0.84464 2.12016 5.89455  0.11
H: 0.59171 0.19500 4.83123  0.10
H: 0.76767 0.23026 7.30226  0.06
H: -2.10676 -0.99518 5.07996  0.07
H: -1.46477 -2.06466 6.10315  0.02
C: 8.33964 2.41616 1.21232  -1.04
Cl: 8.32769 2.24553 -0.55274  0.54
Cl: 6.71059 2.68816 1.85112  0.57
H: 8.74245 1.50994 1.64991  -0.06
H: 8.95906 3.26509 1.47417  0.02
C: -5.79696 0.85442 -7.68727  -1.01
Cl: -7.14134 1.41701 -6.69596  0.54
Cl: -4.43651 1.98525 -7.59950  0.56
H: -5.46751 -0.10768 -7.31007  0.03
H: -6.12371 0.76512 -8.71417  -0.02
C: -8.66964 -1.31753 -3.53284  -1.01
Cl: -8.29804 -0.55356 -1.98065  0.51
Cl: -7.27264 -2.17756 -4.18620  0.53
H: -9.47864 -2.02384 -3.39016  0.03
H: -8.96190 -0.54768 -4.23796  0.02
C: -10.12763 -0.16516 -8.66456  -1.04
Cl: -10.59220 -1.55363 -7.67214  0.51
Cl: -8.48281 -0.32915 -9.28397  0.51
H: -10.80712 -0.08970 -9.50492  0.00
H: -10.17902 0.73077 -8.05742  0.00
C: 1.52350 -3.28296 6.91870  -1.00
Cl: 0.08891 -4.11099 6.30197  0.54
Cl: 2.44877 -2.52794 5.60844  0.49
H: 1.20209 -2.50913 7.60747  0.00
H: 2.15384 -4.00671 7.42187  0.03
C: -10.70073 2.56992 -11.80793  -1.00
Cl: -9.48916 1.29703 -12.00750  0.51
Cl: -11.06043 2.89113 -10.10572  0.53
H: -10.32137 3.48097 -12.25501  0.03
H: -11.61379 2.26106 -12.30277  0.03
C: 0.71805 6.94969 5.95550  -0.99
Cl: -0.35857 7.06516 4.55811  0.51
Cl: 1.40227 5.32585 6.11597  0.55
H: 1.52922 7.65689 5.83082  0.03
H: 0.15295 7.17729 6.85141  0.03
C: 0.68501 -8.38155 2.68913  -0.98
Cl: -0.99274 -8.75328 2.28295  0.54
Cl: 0.82111 -6.85257 3.56676  0.56
H: 1.07725 -9.17460 3.31449  0.03
H: 1.25841 -8.30294 1.77218  0.03
C: -1.29438 3.52017 -7.31607  -1.03
Cl: -1.06201 4.20447 -5.69814  0.50
Cl: 0.13508 2.64221 -7.86623  0.52
H: -2.12969 2.83226 -7.27641  -0.07
H: -1.49802 4.32770 -8.00932  0.03
C: 8.84869 0.82210 4.88088  -0.98
Cl: 7.44305 0.03379 4.15837  0.50
Cl: 9.88239 1.59140 3.66186  0.59
H: 8.50782 1.58191 5.57416  0.04
H: 9.43059 0.07344 5.40246  -0.05
C: 10.65448 -2.54845 6.52639  -1.00
Cl: 8.98070 -2.79775 6.00713  0.51
Cl: 10.84674 -1.05267 7.45118  0.53
H: 10.94946 -3.38073 7.15414  0.03
H: 11.28703 -2.49831 5.64791  0.03
C: 10.95263 3.29650 -3.29099  -1.05
Cl: 12.01042 2.33229 -4.32688  0.51
Cl: 11.65762 4.87382 -2.91966  0.50
H: 10.00970 3.44952 -3.80296  0.02
H: 10.79220 2.76081 -2.36275  -0.01
C: -1.95207 -12.12794 0.83261  -1.04
Cl: -2.28447 -13.51385 1.87620  0.51
Cl: -0.29348 -12.14737 0.22199  0.49
H: -2.63167 -12.15650 -0.01093  0.03
H: -2.09809 -11.21981 1.40449  -0.03

Calculated values
HOMO-LUMO gap = 8.789 eV
HOMO energy = -11.38 eV
Charge = +1
LUMO energy = -2.59 eV